Record 1
DFT (the ωB97M-V functional and the def2-TZVPD basis) results for a molecular structure, C3H6LuMgO4S.

CARTESIAN COORDINATES (ANGSTROEM)
Mg (0.5787, 1.6355, 0.6231)
S (3.1608, 0.7599, -0.4944)
O (3.0413, -0.7510, 0.1694)
O (2.5248, 1.8190, 0.5552)
O (-0.2838, 1.3938, -1.0887)
C (-1.3410, 0.5172, -1.2365)
C (-1.5206, -0.6466, -0.2624)
O (-0.3094, -1.0759, 0.3590)
C (0.0717, -0.2504, 1.5599)
Lu (1.5245, -1.3762, -0.7070)
H (-1.1849, 0.0461, -2.2326)
H (-2.2960, 1.0815, -1.1944)
H (-1.8710, -1.5300, -0.8176)
H (-2.2402, -0.3936, 0.5304)
H (0.9108, -0.8398, 1.9742)
H (-0.7656, -0.3894, 2.2623)

Computed properties:
Total charge: +1
LUMO energy, eV: -5.922
ΔE to the lowest compared entry with this formula, charge and spin, kJ/mol: 116.7
HOMO-LUMO gap, Eh: 0.2306
2S+1: 1



Record 2
DFT (the ωB97M-V functional and the def2-TZVPD basis) results for C3H6N2 in the gas phase.

CARTESIAN COORDINATES (ANGSTROEM)
C (-0.9116, -0.9230, -0.3373)
C (-0.0825, 0.3634, -0.1727)
N (0.0974, 0.6567, 1.2539)
C (1.2587, 0.4241, -0.8803)
N (2.3719, 0.6356, -1.1505)
H (-0.9610, -1.1909, -1.3896)
H (-0.4644, -1.7582, 0.2113)
H (-1.9354, -0.7857, 0.0374)
H (-0.6237, 1.1995, -0.6222)
H (0.6719, 1.4843, 1.3211)
H (0.5788, -0.1057, 1.7290)

Computed properties:
Total charge: 0
LUMO energy, eV: 0.858
ΔE to the lowest compared entry with this formula, charge and spin, kJ/mol: 55.3
SMILES string: C[C@@H](N)C#N
HOMO-LUMO gap, Eh: 0.4105
2S+1: 1



Record 3
DFT (the ωB97M-V functional and the def2-TZVPD basis) results for C3H6N2 in the gas phase.

CARTESIAN COORDINATES (ANGSTROEM)
C (2.1448, 0.6242, -0.3957)
C (-0.4542, 0.4331, 0.1932)
C (-1.8886, 0.3812, -0.1380)
N (1.6339, -0.4602, 0.1722)
N (0.2989, -0.6073, 0.0115)
H (3.1637, 0.8077, 0.1162)
H (-2.3274, -0.4060, -0.6466)
H (-2.2740, 0.4816, 0.8012)
H (-2.0823, 1.2526, -0.6177)
H (1.8872, -1.0647, 0.8991)
H (-0.1019, -1.4422, -0.3954)

Computed properties:
Total charge: 0
LUMO energy, eV: 1.001
ΔE to the lowest compared entry with this formula, charge and spin, kJ/mol: 600.7
HOMO-LUMO gap, Eh: 0.3240
2S+1: 1



Record 4
DFT (the ωB97M-V functional and the def2-TZVPD basis) results for 2 unconnected molecules or ions with the total composition C3H6N2.

CARTESIAN COORDINATES (ANGSTROEM)
C (1.7531, -0.7362, 0.1473)
C (0.3750, -0.2201, -0.1344)
N (-0.6725, -0.3805, 0.5672)
C (-3.0314, 2.3374, -1.0552)
N (-2.5189, 1.4455, -0.4916)
H (2.4538, 0.1040, 0.2169)
H (1.7876, -1.3073, 1.0803)
H (2.0950, -1.3713, -0.6775)
H (0.2560, 0.3752, -1.0448)
H (-2.0048, 0.6954, -0.0092)
H (-0.4929, -0.9423, 1.4009)

Computed properties:
Total charge: 0
LUMO energy, eV: 0.775
ΔE to the lowest compared entry with this formula, charge and spin, kJ/mol: 150.8
HOMO-LUMO gap, Eh: 0.4217
2S+1: 1